ORCA calculation (ωB97M-V/def2-TZVPD) on an isolated ion of composition C5H6N and charge +1 at a distorted geometry.

CARTESIAN COORDINATES (ANGSTROEM)
C1 -1.12 0.11 0.09
C2 -0.27 -1.12 -0.27
C3 0.03 0.57 0.90
C4 1.20 -0.65 -0.40
C5 1.25 0.79 0.04
N1 0.55 -0.94 0.89
H1 -1.66 0.74 -0.60
H2 -1.88 -0.40 0.77
H3 -0.78 -1.99 -0.53
H4 -0.12 1.36 1.75
H5 2.13 -1.17 -0.69
H6 2.09 1.43 0.02

Calculated values
charge: +1
HOMO: -16.1997 eV
Kohn-Sham gap: 9.27 eV
relative energy (zero: lowest compared OMol25 entry of this formula, charge and spin): 528.7 kJ/mol
total energy: -6759.6977 eV

Results of the Löwdin charge analysis, in e, for atoms 1 through 2: -0.060, -0.104


ORCA calculation (ωB97M-V/def2-TZVPD) on C18H30BCeN9O7P2S as an isolated structure at a distorted geometry.

CARTESIAN COORDINATES (ANGSTROEM)
Ce1 -14.51 7.79 5.80
C1 -18.42 9.62 8.00
C2 -17.59 8.59 7.59
N1 -16.54 8.98 6.87
N2 -16.67 10.44 6.84
C3 -17.83 10.79 7.39
B1 -15.84 11.36 5.85
N3 -14.37 11.00 6.10
C4 -13.25 11.86 5.76
C5 -12.14 11.42 6.54
C6 -12.64 10.40 7.33
N4 -13.96 10.14 7.05
N5 -15.97 10.76 4.35
C7 -17.02 11.00 3.49
C8 -17.16 9.92 2.63
C9 -16.20 8.99 3.03
N6 -15.54 9.42 4.11
N7 -16.28 12.84 5.90
C10 -15.47 14.01 5.85
C11 -16.34 15.06 5.58
C12 -17.67 14.51 5.58
N8 -17.58 13.21 5.78
H1 -19.36 9.60 8.56
H2 -17.70 7.49 7.76
H3 -18.05 11.87 7.49
H4 -13.34 12.68 5.06
H5 -11.17 11.93 6.50
H6 -12.07 9.80 8.07
H7 -17.56 11.92 3.50
H8 -17.75 9.72 1.75
H9 -15.92 8.02 2.60
H10 -14.43 13.94 6.18
H11 -16.16 16.08 5.39
H12 -18.64 14.94 5.43
N9 -12.91 3.37 6.17
C13 -14.35 3.85 6.11
C14 -15.38 2.79 6.61
P1 -14.22 5.22 7.39
O1 -13.97 4.49 8.78
O2 -15.47 6.06 7.31
O3 -12.91 6.00 6.95
P2 -14.54 4.51 4.38
O4 -16.07 4.09 4.06
O5 -13.61 3.82 3.43
O6 -14.60 6.08 4.46
H13 -12.91 2.47 6.63
H14 -12.32 4.05 6.73
H15 -12.46 3.34 5.23
H16 -15.22 2.52 7.65
H17 -15.26 1.88 5.93
H18 -16.40 3.24 6.53
H19 -13.41 5.08 9.35
H20 -16.10 3.66 3.18
C15 -10.91 5.76 2.09
C16 -10.75 6.74 3.22
S1 -12.10 7.88 3.30
O7 -12.34 8.12 4.83
C17 -11.16 9.42 2.85
C18 -10.01 9.74 3.83
H21 -10.17 4.94 2.08
H22 -10.63 6.34 1.17
H23 -11.87 5.35 1.81
H24 -9.85 7.29 3.03
H25 -10.83 6.24 4.18
H26 -11.83 10.33 2.84
H27 -10.78 9.32 1.81
H28 -10.35 9.74 4.84
H29 -9.62 10.71 3.67
H30 -9.16 9.06 3.72

Calculated values
charge: +2
HOMO (alpha / beta): -13.4007 / -13.4007 eV
Kohn-Sham gap (alpha / beta): 4.80 / 4.80 eV
relative energy (zero: lowest compared OMol25 entry of this formula, charge and spin): 86.1 kJ/mol
total energy: -89908.1961 eV

Results of the Löwdin charge analysis, in e, for atoms 1 through 2: 1.454, 0.001


ORCA calculation (ωB97M-V/def2-TZVPD) on a 3-piece molecular cluster, C3H13NO2S2 overall at a distorted geometry.

CARTESIAN COORDINATES (ANGSTROEM)
S1 1.73 -2.13 -1.98
S2 1.77 -0.21 -1.42
C1 0.97 -0.18 0.19
C2 -0.29 -1.03 0.30
N1 -1.25 -0.60 1.34
C3 -0.74 -0.25 2.64
H1 0.55 -2.29 -2.62
H2 1.61 -0.48 1.03
H3 0.72 0.85 0.46
H4 -0.03 -2.06 0.54
H5 -0.93 -1.12 -0.58
H6 -1.82 0.15 0.98
H7 -1.33 -0.75 3.44
H8 -0.92 0.83 2.79
H9 0.29 -0.50 2.81
H10 -2.13 2.71 -0.17
H11 -1.70 2.88 -1.57
O1 -1.46 3.18 -0.68
H12 -3.80 2.75 2.56
H13 -2.75 1.79 3.07
O2 -3.01 2.28 2.27

Calculated values
charge: 0
HOMO: -8.5081 eV
Kohn-Sham gap: 8.99 eV
relative energy (zero: lowest compared OMol25 entry of this formula, charge and spin): 100.9 kJ/mol
total energy: -30576.7783 eV

Results of the Löwdin charge analysis, in e, for atoms 1 through 2: 0.301, 0.421


ORCA calculation (ωB97M-V/def2-TZVPD) on C25H28BrN3O2Sn as an isolated structure at a distorted geometry.

CARTESIAN COORDINATES (ANGSTROEM)
Sn1 -0.31 0.09 0.25
N1 -1.10 -2.07 3.47
C1 -2.42 -2.19 4.09
C2 -2.93 -1.38 5.09
C3 -4.23 -1.63 5.49
C4 -4.99 -2.64 4.89
C5 -4.47 -3.40 3.85
C6 -3.17 -3.15 3.46
C7 -2.37 -3.60 2.31
C8 -2.50 -4.69 1.47
C9 -1.52 -4.92 0.51
C10 -0.40 -4.10 0.41
C11 -0.21 -3.02 1.27
C12 -1.25 -2.78 2.15
H1 -0.60 -1.21 3.72
H2 -0.50 -2.86 3.77
H3 -2.34 -0.61 5.57
H4 -4.67 -1.04 6.28
H5 -6.01 -2.80 5.21
H6 -5.08 -4.13 3.33
H7 -3.32 -5.38 1.59
H8 -1.61 -5.78 -0.14
H9 0.34 -4.29 -0.35
H10 0.67 -2.40 1.20
C13 -2.25 3.49 -2.80
C14 -1.62 4.35 -1.71
N2 -0.17 4.15 -1.56
C15 0.70 5.21 -2.12
C16 0.89 5.08 -3.62
C17 0.32 3.07 -0.99
C18 1.81 2.89 -0.90
N3 -0.47 2.12 -0.47
H11 -3.33 3.65 -2.81
H12 -2.07 2.42 -2.64
H13 -1.86 3.75 -3.78
H14 -2.10 4.21 -0.74
H15 -1.76 5.40 -1.95
H16 1.66 5.19 -1.60
H17 0.23 6.16 -1.87
H18 1.32 4.11 -3.88
H19 1.57 5.86 -3.97
H20 -0.05 5.20 -4.16
H21 2.27 2.92 -1.88
H22 2.04 1.94 -0.43
H23 2.24 3.68 -0.29
H24 -1.46 2.37 -0.49
Br1 4.92 -0.63 -5.07
C19 4.69 -1.06 -3.25
C20 5.70 -1.71 -2.56
C21 5.54 -2.02 -1.22
C22 4.36 -1.68 -0.57
C23 3.35 -1.03 -1.27
C24 3.51 -0.71 -2.62
C25 2.10 -0.69 -0.59
O1 1.14 -0.12 -1.26
O2 1.86 -0.96 0.61
H25 6.61 -1.98 -3.08
H26 6.33 -2.53 -0.68
H27 4.23 -1.91 0.48
H28 2.72 -0.21 -3.16

Calculated values
charge: +2
HOMO: -13.4182 eV
Kohn-Sham gap: 6.86 eV
relative energy (zero: lowest compared OMol25 entry of this formula, charge and spin): 58.4 kJ/mol
total energy: -110805.6179 eV

Results of the Löwdin charge analysis, in e, for atoms 1 through 2: 1.450, 0.192


ORCA calculation (ωB97M-V/def2-TZVPD) on C33H38As2CuO4STe as an isolated structure.

CARTESIAN COORDINATES (ANGSTROEM)
Cu1 2.36 1.55 0.13
O1 5.61 1.47 2.11
S1 4.16 1.51 2.07
O2 3.57 1.72 3.40
O3 3.58 0.28 1.42
O4 3.68 2.62 1.13
C1 1.30 -2.45 1.07
As1 -0.59 -1.94 1.27
C2 -1.30 -3.65 0.57
C3 -0.91 -2.26 3.19
C4 -1.80 -3.24 3.63
C5 -2.15 -3.34 4.97
C6 -1.61 -2.46 5.89
C7 -0.71 -1.49 5.46
C8 -0.35 -1.38 4.12
As2 1.01 -0.07 3.47
C9 0.76 1.35 4.79
C10 2.49 -1.00 4.36
H1 1.56 -3.27 1.73
H2 1.95 -1.59 1.24
H3 1.42 -2.77 0.03
H4 -0.87 -4.51 1.08
H5 -1.03 -3.68 -0.49
H6 -2.39 -3.68 0.64
H7 -2.23 -3.94 2.92
H8 -2.85 -4.11 5.29
H9 -1.88 -2.52 6.94
H10 -0.28 -0.81 6.19
H11 0.92 1.00 5.82
H12 -0.24 1.78 4.69
H13 1.52 2.09 4.54
H14 2.21 -1.27 5.38
H15 3.33 -0.31 4.34
H16 2.75 -1.89 3.79
C11 -4.73 1.40 -2.33
C12 -3.50 1.93 -1.64
C13 -2.49 2.55 -2.36
C14 -1.33 3.01 -1.75
C15 -0.24 3.60 -2.61
C16 -1.16 2.86 -0.36
Te1 0.66 3.48 0.58
C17 -2.17 2.22 0.37
C18 -2.03 1.95 1.85
C19 -3.32 1.78 -0.27
H17 -4.71 1.61 -3.40
H18 -5.64 1.85 -1.91
H19 -4.82 0.32 -2.20
H20 -2.59 2.65 -3.44
H21 -0.58 3.68 -3.65
H22 0.64 2.96 -2.57
H23 0.06 4.58 -2.24
H24 -1.18 1.28 2.02
H25 -2.93 1.47 2.24
H26 -1.83 2.86 2.41
H27 -4.09 1.27 0.31
C20 -2.15 -1.15 -4.72
C21 -0.98 -0.45 -4.99
C22 -0.17 0.00 -3.96
C23 -0.50 -0.25 -2.62
C24 -1.69 -0.94 -2.37
C25 -2.51 -1.39 -3.40
C26 0.28 0.26 -1.47
C27 1.58 0.58 -1.38
C28 2.53 0.30 -2.48
C29 2.75 -1.00 -2.95
C30 3.66 -1.24 -3.97
C31 4.36 -0.20 -4.56
C32 4.16 1.09 -4.09
C33 3.27 1.34 -3.06
H28 -2.79 -1.49 -5.53
H29 -0.70 -0.24 -6.01
H30 0.72 0.56 -4.19
H31 -1.99 -1.09 -1.33
H32 -3.42 -1.91 -3.16
H33 -0.34 0.42 -0.59
H34 2.20 -1.81 -2.50
H35 3.81 -2.26 -4.31
H36 5.06 -0.40 -5.36
H37 4.72 1.92 -4.53
H38 3.14 2.34 -2.68

Calculated values
charge: -2
HOMO (alpha / beta): -1.4062 / -1.6895 eV
Kohn-Sham gap (alpha / beta): 5.71 / 5.98 eV
spin multiplicity: 2
relative energy (zero: lowest compared OMol25 entry of this formula, charge and spin): 0.0 kJ/mol
total energy: -227474.7842 eV

Results of the Löwdin charge analysis, in e, for atoms 1 through 2: 0.226, -0.370


ORCA calculation (ωB97M-V/def2-TZVPD) on a 2-piece molecular cluster, HNO4 overall at a distorted geometry.

CARTESIAN COORDINATES (ANGSTROEM)
N1 -0.33 -0.42 0.98
O1 -0.39 0.71 1.23
O2 -0.50 -1.47 1.42
O3 0.04 0.68 -1.32
O4 0.26 -0.55 -0.80
H1 0.93 1.04 -1.51

Calculated values
charge: 0
HOMO (alpha / beta): -10.0474 / -10.0348 eV
Kohn-Sham gap (alpha / beta): 9.64 / 9.63 eV
relative energy (zero: lowest compared OMol25 entry of this formula, charge and spin): 41.8 kJ/mol
total energy: -9688.8155 eV

Results of the Löwdin charge analysis, in e, for atoms 1 through 2: -0.291, 0.184


ORCA calculation (ωB97M-V/def2-TZVPD) on a 2-piece molecular cluster, C7H8O2 overall at a distorted geometry.

CARTESIAN COORDINATES (ANGSTROEM)
C1 -1.87 1.38 -1.20
C2 0.09 0.11 -0.57
C3 1.28 0.81 -0.42
C4 2.21 0.49 0.59
C5 1.76 -0.51 1.41
C6 0.56 -1.14 1.36
C7 -0.38 -0.78 0.48
H1 -2.52 1.02 -0.20
H2 -1.28 2.26 -0.75
H3 -2.61 1.83 -2.01
H4 1.49 1.78 -1.03
H5 3.12 0.93 0.56
H6 2.39 -0.93 2.17
H7 0.33 -1.91 2.15
H8 -2.00 -2.43 0.38
O1 -0.84 0.47 -1.65
O2 -1.77 -1.06 0.25

Calculated values
charge: 0
HOMO: -8.9640 eV
Kohn-Sham gap: 8.63 eV
relative energy (zero: lowest compared OMol25 entry of this formula, charge and spin): 443.3 kJ/mol
total energy: -11478.9653 eV

Results of the Löwdin charge analysis, in e, for atoms 1 through 2: -0.129, -0.174